Here is a gas-phase ion, C2H4NO2 (charge +1) from the OMol25 dataset. Energies are from ωB97M-V/def2-TZVPD.

Values from the calculation:
DFT total energy, eV: -7710.2938
Frontier orbital gap, eV: 11.0
SMILES string: C[C@@H]1O[N+]1=O
LUMO level, eV: -7.79
Energy above the lowest of the compared OMol25 structures with the same formula, charge and spin, kcal/mol: 130.58
Highest occupied orbital energy, eV: -18.76

Structure (ORCA input):
```
! wB97M-V def2-TZVPD RIJCOSX def2/J DEFGRID3
* xyz 1 1
C -0.8285 1.0119 0.3038
C 0.0861 -0.1079 -0.2034
N -0.2983 2.2532 0.3196
O 0.6493 2.9536 0.6223
O -1.0885 2.2197 -0.6823
H -1.6238 0.8868 1.0011
H 0.7378 -0.3147 0.6988
H 0.5634 0.3179 -1.0743
H -0.6114 -0.9115 -0.5499
*
```

natural (NBO) population analysis, charges in e, atoms 1 to 6:
1 C 0.2595
2 C -0.6526
3 N 0.4912
4 O -0.0689
5 O -0.1395
6 H 0.2695